Entry 1:
109
Properties=species:S:1:pos:R:3:lowdin_charge:R:1 method="wB97M-V/def2-TZVPD" total_charge=0 orbital_gap_ev=9.264
C -25.1323 -5.0859 21.5384 -0.056
C -25.0823 -3.8945 20.5424 -0.443
C -25.2722 -2.5612 21.0734 -0.237
O -24.4962 -2.1524 22.1782 -0.172
C -23.1346 -1.8265 21.8819 -0.096
N -23.8013 -4.1319 19.9244 0.017
H -25.2297 -6.0913 21.1288 0.076
H -25.9043 -4.9296 22.2919 0.072
H -24.3404 -5.0468 22.2863 0.077
H -25.7215 -4.1486 19.6969 0.137
H -26.3091 -2.4283 21.3821 0.132
H -25.1955 -1.8449 20.2554 0.125
H -22.7737 -1.0867 22.5965 0.084
H -22.9882 -1.5128 20.8484 0.082
H -22.6114 -2.7751 22.0026 0.070
H -23.8221 -3.7936 18.9730 0.074
H -23.6749 -5.1111 19.7117 0.068
C -15.0292 4.9746 11.4728 -0.084
C -13.8516 4.8420 10.5568 -0.464
C -12.4839 4.7745 11.2322 -0.215
O -12.1360 5.8202 12.1033 -0.159
C -10.7963 5.8721 12.3863 -0.135
N -14.2696 3.7940 9.6454 0.039
H -15.8981 5.1792 10.8472 0.078
H -14.9023 5.8446 12.1171 0.077
H -15.3051 4.0919 12.0498 0.079
H -13.9090 5.7386 9.9396 0.140
H -11.8625 4.5531 10.3644 0.117
H -12.4495 3.8603 11.8248 0.127
H -10.1931 5.2253 11.7491 0.087
H -10.7033 5.5750 13.4309 0.087
H -10.4565 6.9055 12.3184 0.088
H -13.5510 3.6603 8.9484 0.067
H -14.3711 2.8934 10.0911 0.072
C -26.5525 -1.8648 10.3451 -0.097
C -25.5684 -1.6440 11.4773 -0.397
C -26.0734 -2.3692 12.7959 -0.190
O -25.3196 -2.4181 14.0268 -0.207
C -24.9382 -1.1322 14.6009 -0.071
N -24.3791 -2.3856 10.9720 0.014
H -26.9408 -2.8637 10.1466 0.084
H -26.1957 -1.4262 9.4132 0.082
H -27.4655 -1.3305 10.6079 0.074
H -25.3311 -0.5941 11.6489 0.123
H -26.1158 -3.4358 12.5756 0.118
H -27.1057 -2.0563 12.9526 0.111
H -25.7133 -0.8368 15.3080 0.082
H -24.6293 -0.3859 13.8690 0.079
H -24.0487 -1.4109 15.1659 0.082
H -24.7597 -3.1942 10.5014 0.054
H -23.7399 -2.6812 11.6960 0.065
O -23.1454 3.5938 11.4444 -0.053
H -22.8780 2.7733 11.0302 0.022
H -23.6514 4.0487 10.7713 0.029
O -13.3284 -2.6275 14.7011 -0.055
H -14.1322 -2.7991 15.1916 0.026
H -12.6585 -3.1432 15.1500 0.032
O -15.2466 -0.5554 10.9690 -0.055
H -14.5539 -0.9937 11.4633 0.027
H -16.0531 -0.9859 11.2528 0.024
O -12.8968 1.4193 15.8434 -0.055
H -11.9451 1.3912 15.7450 0.028
H -13.2305 0.9336 15.0892 0.024
O -14.4934 -4.1358 18.6172 -0.055
H -14.4711 -4.4990 19.5025 0.029
H -15.2940 -3.6116 18.5930 0.025
O -19.4750 -4.7302 20.1399 -0.054
H -20.3530 -4.4309 20.3760 0.016
H -19.5503 -4.9960 19.2234 0.025
C -15.6794 0.4149 20.0746 -0.822
O -16.2401 -0.0898 19.1577 0.056
N -15.5975 -0.0938 21.2753 0.150
N -14.7973 1.3628 19.9532 0.161
H -15.3655 0.4990 22.0595 0.105
H -16.2203 -0.8268 21.5835 0.115
H -14.6075 1.5043 18.9714 0.123
H -14.2358 1.6125 20.7547 0.113
C -20.4151 0.6116 7.9919 -0.838
O -19.9987 1.2664 7.0880 0.045
N -21.6995 0.3563 7.9371 0.151
N -19.7177 0.1329 8.9660 0.182
H -22.2354 0.7799 7.1931 0.117
H -22.0971 -0.3510 8.5386 0.097
H -18.7977 0.5488 8.9389 0.127
H -20.1051 -0.5229 9.6294 0.115
C -19.3562 -1.5390 14.2758 -0.745
O -20.0924 -2.0252 13.4427 0.022
N -19.0986 -2.0601 15.5167 0.143
N -18.7792 -0.3743 14.1563 0.153
H -19.5710 -2.9185 15.7619 0.103
H -18.4613 -1.7375 16.2307 0.099
H -19.1379 0.3370 13.5354 0.122
H -18.0884 -0.2358 14.8800 0.107
C -21.8062 -7.8284 16.3978 -0.835
O -20.8917 -7.0523 16.5587 0.037
N -21.7670 -9.0448 16.8059 0.149
N -22.9936 -7.5598 16.0040 0.171
H -20.9752 -9.3267 17.3661 0.129
H -22.4817 -9.7243 16.5876 0.114
H -23.2916 -6.6916 15.5827 0.131
H -23.5365 -8.3479 16.3269 0.107
C -18.5507 -6.5565 10.0736 -0.818
O -18.2250 -6.9239 11.1622 0.059
N -18.5589 -7.3507 9.0288 0.152
N -18.8571 -5.3330 9.7746 0.160
H -18.4804 -8.3385 9.2239 0.118
H -18.6674 -6.9665 8.1011 0.104
H -18.8686 -5.0853 8.7956 0.104
H -19.2840 -4.7274 10.4610 0.122



Entry 2:
38
Properties=species:S:1:pos:R:3:nbo_charge:R:1 method="wB97M-V/def2-TZVPD" total_charge=0 spin_multiplicity=4 e_above_lowest_kj_mol=241.95 orbital_gap_ev="5.291 / 7.138"
Tc -1.6079 0.5122 -0.6502 1.073
Br 2.9882 0.9240 1.5602 -0.461
C 1.0674 1.9828 -0.9577 0.056
C 1.9096 3.0770 -0.8465 -0.181
C 1.3667 4.3200 -0.5685 -0.145
C 0.0003 4.4187 -0.3810 -0.181
C -0.7694 3.2835 -0.4948 0.089
N -0.2595 2.0873 -0.8160 -0.427
C -2.2345 3.2495 -0.1179 0.754
O -2.8677 4.2427 0.0803 -0.547
O -2.6792 2.0033 -0.0077 -0.692
H 2.9735 2.9246 -0.9491 0.259
H 2.0073 5.1869 -0.4614 0.237
H -0.4965 5.3478 -0.1269 0.258
S 1.7140 0.4010 -1.3872 0.334
C 1.8067 -0.5302 0.1543 0.386
N 2.6182 -1.5808 -0.0976 -0.594
C 2.7221 -2.6983 0.7325 -0.042
C 1.7458 -2.8614 1.6806 -0.278
C 0.7300 -1.9473 1.7626 -0.007
N 0.7027 -0.7998 0.9527 -0.468
H 3.2374 -1.4930 -0.8820 0.425
H 3.5388 -3.3755 0.5470 0.220
H 1.7652 -3.7015 2.3574 0.239
H -0.1006 -2.0501 2.4425 0.216
C -0.3404 0.1549 1.1030 -0.344
H -0.9917 -0.1493 1.9126 0.214
H 0.0840 1.1336 1.3212 0.203
F -1.7776 -2.9843 -2.6958 -0.546
B -0.6426 -2.5420 -2.0416 1.379
F -0.5309 -3.0538 -0.7453 -0.558
F 0.5210 -2.6195 -2.7710 -0.539
F -0.8761 -1.0146 -1.8542 -0.553
Cl -3.0281 -2.3870 2.0837 0.000
C -3.4833 -2.5188 0.3887 -0.373
Cl -3.5750 -0.9115 -0.4131 0.092
H -4.4837 -2.9222 0.3262 0.235
H -2.7543 -3.1092 -0.1402 0.269



Entry 3:
96
Properties=species:S:1:pos:R:3:lowdin_charge:R:1 method="wB97M-V/def2-TZVPD" total_charge=+1 e_above_lowest_kj_mol=8.08 orbital_gap_ev=9.648
Pb 0.0575 0.0817 1.2305 1.447
C -1.0303 -4.6144 1.1959 -0.052
C -1.8058 -3.2909 1.1379 -0.360
C -1.5660 -2.4920 2.4144 -0.124
C -1.4858 -2.5788 -0.1484 -0.253
C -1.8917 -3.0228 -1.3996 0.027
C -1.3878 -2.1239 -2.3290 -0.161
C -1.6385 -2.3838 -3.7986 -0.329
C -0.8310 -3.6198 -4.2311 -0.042
C -1.4418 -1.2525 -4.8011 -0.062
N -0.7104 -1.1741 -1.6476 0.063
N -0.7744 -1.4570 -0.3106 -0.047
B 0.0599 0.1029 -2.1344 -0.461
N -0.6845 1.3897 -1.6243 0.067
N -0.8497 1.5890 -0.2801 -0.052
C -1.5129 2.7359 -0.0961 -0.253
C -1.7793 3.2877 -1.3408 0.028
C -1.2543 2.4204 -2.2876 -0.162
C -1.5001 2.7339 -3.7459 -0.334
C -0.4982 2.2566 -4.7880 -0.062
C -2.9283 2.2972 -4.1103 -0.042
C -1.9391 3.3608 1.2044 -0.359
C -3.4704 3.3299 1.3070 -0.052
C -1.3197 2.7620 2.4620 -0.125
N 1.5369 0.0580 -1.6114 0.062
N 1.8150 0.1602 -0.2775 -0.050
C 3.1400 0.0974 -0.1129 -0.253
C 3.7302 -0.0483 -1.3641 0.042
C 2.6986 -0.0814 -2.2872 -0.176
C 2.9634 -0.3486 -3.7438 -0.338
C 2.4001 -1.7113 -4.1532 -0.044
C 2.4952 0.7485 -4.7000 -0.049
C 3.9099 0.1508 1.1783 -0.361
C 4.7327 1.4456 1.2314 -0.053
C 3.0825 0.0035 2.4500 -0.125
H -1.2918 -5.1626 2.1014 0.083
H -1.2636 -5.2454 0.3396 0.079
H 0.0451 -4.4287 1.2055 0.089
H -2.8710 -3.5347 1.0884 0.146
H -0.4986 -2.3431 2.5922 0.038
H -2.0742 -1.5257 2.3842 0.055
H -1.9595 -3.0417 3.2695 0.090
H -2.4979 -3.8871 -1.6116 0.130
H -2.6962 -2.6592 -3.8397 0.142
H 0.2379 -3.4210 -4.1649 0.065
H -1.0564 -4.4801 -3.6035 0.078
H -1.0728 -3.8739 -5.2634 0.089
H -0.3867 -1.0608 -4.9906 0.058
H -1.9039 -1.5360 -5.7467 0.096
H -1.9176 -0.3386 -4.4538 0.048
H 0.0814 0.1228 -3.3098 0.089
H -2.2846 4.2176 -1.5398 0.130
H -1.4822 3.8261 -3.7822 0.138
H -0.5840 1.1882 -4.9699 0.038
H -0.6959 2.7726 -5.7277 0.094
H 0.5178 2.4940 -4.4803 0.071
H -3.0319 1.2149 -4.0346 0.066
H -3.6581 2.7550 -3.4439 0.081
H -3.1572 2.5988 -5.1327 0.088
H -1.6343 4.4098 1.1439 0.146
H -3.8337 2.3009 1.3235 0.089
H -3.7946 3.8232 2.2239 0.084
H -3.9321 3.8447 0.4659 0.078
H -1.7138 1.7625 2.6584 0.036
H -0.2303 2.7232 2.3919 0.056
H -1.5709 3.3810 3.3231 0.090
H 4.7820 -0.1341 -1.5761 0.126
H 4.0514 -0.4009 -3.8175 0.134
H 1.3191 -1.7088 -4.0302 0.034
H 2.6378 -1.9176 -5.1969 0.095
H 2.8179 -2.5083 -3.5374 0.094
H 1.4289 0.6608 -4.8883 0.035
H 2.7016 1.7378 -4.2904 0.090
H 3.0213 0.6578 -5.6500 0.091
H 4.6142 -0.6857 1.1386 0.146
H 4.0756 2.3168 1.2376 0.089
H 5.3415 1.4668 2.1357 0.083
H 5.3999 1.5208 0.3742 0.078
H 2.4337 0.8688 2.6038 0.042
H 2.4846 -0.9104 2.4356 0.052
H 3.7487 -0.0574 3.3105 0.090
C 1.4632 -0.3267 7.2941 -0.036
C 0.0725 0.0932 6.7961 -0.596
C -0.2670 1.5112 7.2788 -0.036
C -0.9935 -0.9057 7.2716 -0.036
C 0.0803 0.0909 5.3350 -0.145
N 0.0808 0.0868 4.1848 0.131
H 1.4655 -0.3377 8.3836 0.094
H 2.2266 0.3730 6.9547 0.091
H 1.7199 -1.3243 6.9383 0.091
H -0.2642 1.5295 8.3682 0.094
H -1.2547 1.8141 6.9317 0.090
H 0.4668 2.2321 6.9192 0.091
H -1.0183 -0.9139 8.3608 0.094
H -0.7656 -1.9130 6.9237 0.091
H -1.9807 -0.6243 6.9057 0.091



Entry 4:
11
Properties=species:S:1:pos:R:3:nbo_charge:R:1 method="wB97M-V/def2-TZVPD" total_charge=0 e_above_lowest_kj_mol=228.06 smiles=C#C[C@@H]1C[C@H]1Cl orbital_gap_ev=10.936
C 1.9726 -1.3309 0.2462 -0.245
C 0.9804 -0.9399 -0.2747 0.011
C -0.2554 -0.3489 -0.7446 -0.328
C -0.5461 1.0010 -0.0737 -0.400
C -1.2922 -0.2460 0.3232 -0.176
Cl -3.0674 -0.5260 0.0264 -0.048
H 2.6934 -1.9304 0.7040 0.233
H -0.6914 -0.3965 -1.6715 0.252
H 0.1074 1.2411 0.6986 0.233
H -1.1442 1.6642 -0.6886 0.235
H -0.9223 -0.5587 1.3255 0.232



Entry 5:
22
Properties=species:S:1:pos:R:3:nbo_charge:R:1 method="wB97M-V/def2-TZVPD" total_charge=+3 spin_multiplicity=5 e_above_lowest_kj_mol=0.00 orbital_gap_ev="8.263 / 5.990"
O 0.3891 -3.1575 0.3945 -0.249
C 0.7656 -2.0155 0.2039 0.423
Co 1.0836 -0.0951 0.1257 1.276
O -4.8455 -0.1116 -1.3198 -0.415
C -3.7187 -0.1711 -1.2652 0.426
C 2.4246 0.0872 -1.2116 0.406
O 3.5295 0.1513 -1.6596 -0.195
C 0.6962 1.8508 0.5567 0.413
O 0.2228 2.8519 0.5241 -0.222
N -1.3789 -1.2150 5.7120 -0.398
C -1.0896 -0.9119 4.4335 0.190
C 0.2131 -0.6940 3.9681 -0.163
C 0.4317 -0.4497 2.6691 0.013
N -0.5688 -0.3539 1.7742 -0.477
C -1.8453 -0.5322 2.1381 0.069
C -2.1640 -0.8120 3.4846 -0.064
H -0.5671 -1.2869 6.4173 0.471
H -2.2603 -1.3786 6.0811 0.455
H 1.0718 -0.7442 4.6902 0.298
H 1.4572 -0.2965 2.2005 0.175
H -2.6153 -0.4477 1.3625 0.282
H -3.1796 -0.9538 3.8007 0.286



Entry 6:
18
Properties=species:S:1:pos:R:3:nbo_charge:R:1 method="wB97M-V/def2-TZVPD" total_charge=0 e_above_lowest_kj_mol=376.75 smiles=C[C@H]1CN1CCO orbital_gap_ev=9.765
C 0.6085 -2.2313 0.0336 -0.612
C -0.4141 -1.1817 -0.3365 -0.085
C -1.5766 -0.8619 0.5312 -0.244
N -0.4156 0.0006 0.5102 -0.433
C -0.5133 1.3507 -0.0301 -0.349
C 0.7485 1.7969 -0.6886 -0.091
O 1.4369 2.4570 0.5634 -0.761
H 1.5989 -1.9473 -0.3421 0.207
H 0.3589 -3.2175 -0.3736 0.210
H 0.6768 -2.3110 1.1236 0.217
H -0.5700 -1.0254 -1.4070 0.186
H -1.7542 -1.4132 1.4541 0.197
H -2.4835 -0.5132 0.0317 0.187
H -1.4790 1.5989 -0.5198 0.186
H -0.0496 2.1117 0.7916 0.312
H 1.4524 1.0491 -1.0494 0.193
H 0.5957 2.6136 -1.4016 0.205
H 1.7794 1.7240 1.1094 0.474